{
  "formula": "C13H27Cl2O3PPd",
  "method": "ωB97M-V/def2-TZVPD",
  "species": ["Pd", "Cl", "Cl", "C", "H", "H", "C", "C", "H", "C", "H", "C", "H", "H", "C", "H", "H", "C", "H", "H", "H", "H", "C", "C", "O", "P", "O", "C", "C", "O", "C", "C", "H", "H", "H", "H", "H", "H", "H", "H", "H", "H", "H", "H", "H", "H", "H"],
  "positions_angstrom": [[-1.298, 0.348, 0.669], [-1.297, 2.472, -0.227], [-1.032, -2.011, 1.447], [-2.642, 1.144, 1.739], [-3.293, 0.511, 2.405], [-2.931, 2.234, 1.696], [1.296, -1.283, -2.182], [0.045, -1.073, -1.848], [1.916, -1.964, -1.594], [-0.888, -0.139, -2.559], [-0.371, -1.563, -0.955], [-0.439, 0.068, -4.017], [-1.934, -0.498, -2.504], [-0.877, 0.858, -2.059], [1.051, 0.425, -4.088], [-0.646, -0.855, -4.575], [-1.039, 0.870, -4.469], [1.962, -0.571, -3.331], [1.362, 0.497, -5.142], [1.178, 1.404, -3.598], [2.339, -1.317, -4.037], [2.864, -0.045, -2.988], [1.995, 4.087, 3.314], [2.320, 2.760, 2.679], [1.147, 2.322, 1.900], [0.668, 0.788, 1.836], [0.556, 0.423, 3.397], [-0.440, -0.337, 4.115], [0.043, -0.509, 5.536], [1.977, -0.001, 1.342], [2.478, -1.210, 2.003], [3.788, -1.561, 1.341], [1.583, 4.779, 2.574], [2.899, 4.519, 3.751], [1.266, 3.945, 4.119], [3.156, 2.844, 1.974], [2.587, 2.013, 3.444], [-1.413, 0.164, 4.037], [-0.538, -1.314, 3.629], [0.127, 0.454, 6.049], [-0.696, -1.127, 6.052], [1.012, -1.021, 5.565], [2.631, -0.999, 3.071], [1.716, -1.994, 1.896], [4.546, -0.804, 1.580], [4.132, -2.528, 1.722], [3.666, -1.617, 0.254]],
  "e_above_lowest_kcal_mol": 6.2,
  "orbital_gap_ha": [0.306, 0.194],
  "spin_multiplicity": 5
}

{
  "formula": "C4H5NO",
  "method": "ωB97M-V/def2-TZVPD",
  "species": ["C", "C", "C", "C", "O", "N", "H", "H", "H", "H", "H"],
  "positions_angstrom": [[-1.272, 0.483, -0.280], [0.269, -0.270, -0.559], [0.583, 0.715, 0.384], [0.756, -1.547, -0.421], [-0.645, 0.235, -1.516], [1.201, 1.257, 1.288], [0.796, 1.995, 1.856], [-1.956, -0.280, 0.088], [-1.637, 1.503, -0.148], [0.138, -2.409, -0.630], [1.766, -1.682, -0.064]],
  "e_above_lowest_kcal_mol": 125.7,
  "orbital_gap_ha": 0.305,
  "spin_multiplicity": 1
}

{
  "formula": "C2H3N3O",
  "method": "ωB97M-V/def2-TZVPD",
  "species": ["C", "N", "N", "C", "N", "O", "H", "H", "H"],
  "positions_angstrom": [[-1.527, -0.220, 0.064], [-0.858, 0.986, -0.124], [0.583, 0.868, 0.348], [1.258, -0.319, -0.021], [0.681, -1.391, -0.023], [-0.816, -1.228, 0.239], [-2.672, -0.295, -0.233], [1.075, 1.783, 0.100], [2.277, -0.185, -0.351]],
  "e_above_lowest_kcal_mol": 110.1,
  "orbital_gap_ha": 0.343,
  "smiles": "C1=NNC=NO1",
  "spin_multiplicity": 1
}

{
  "formula": "C12H20N5O3",
  "method": "ωB97M-V/def2-TZVPD",
  "species": ["C", "N", "C", "O", "C", "C", "C", "C", "N", "C", "N", "N", "C", "O", "C", "C", "N", "C", "C", "O", "H", "H", "H", "H", "H", "H", "H", "H", "H", "H", "H", "H", "H", "H", "H", "H", "H", "H", "H", "H"],
  "positions_angstrom": [[-2.146, -2.548, 0.393], [-1.164, -1.525, 0.394], [-0.773, -0.829, -0.671], [-1.065, -1.171, -1.865], [-0.112, 0.545, -0.356], [-0.538, 1.646, -1.203], [0.606, 2.036, -2.116], [0.611, 2.236, -3.460], [1.775, 2.947, -3.792], [2.514, 3.046, -2.606], [1.859, 2.396, -1.592], [-0.309, 0.922, 1.083], [0.723, 1.421, 1.771], [1.847, 1.755, 1.238], [0.602, 1.554, 3.299], [-0.530, 2.415, 3.938], [0.946, 0.423, 4.051], [0.438, -0.811, 3.940], [0.859, -1.814, 5.027], [-0.371, -1.114, 3.097], [-2.455, -2.559, 1.416], [-2.978, -2.381, -0.381], [-1.646, -3.574, 0.111], [-0.774, -1.252, 1.314], [0.937, 0.423, -0.617], [-1.338, 1.455, -1.859], [-0.819, 2.568, -0.649], [-0.123, 1.785, -4.137], [2.044, 3.376, -4.710], [3.454, 3.601, -2.495], [1.883, 2.450, -0.584], [-1.197, 0.639, 1.561], [1.495, 2.151, 3.544], [-0.620, 2.598, 5.051], [-1.559, 1.991, 3.695], [-0.420, 3.422, 3.505], [1.565, 0.608, 4.862], [1.834, -2.159, 4.896], [0.159, -2.658, 5.130], [0.961, -1.392, 5.982]],
  "total_charge": 1,
  "e_above_lowest_kcal_mol": 51.7,
  "orbital_gap_ha": 0.329,
  "smiles": "CNC(=O)[C@@H](Cc1c[nH]c[nH+]1)NC(=O)[C@@H](C)NC(C)=O",
  "spin_multiplicity": 1
}

Repeat the first record exactly.
{
  "formula": "C13H27Cl2O3PPd",
  "method": "ωB97M-V/def2-TZVPD",
  "species": ["Pd", "Cl", "Cl", "C", "H", "H", "C", "C", "H", "C", "H", "C", "H", "H", "C", "H", "H", "C", "H", "H", "H", "H", "C", "C", "O", "P", "O", "C", "C", "O", "C", "C", "H", "H", "H", "H", "H", "H", "H", "H", "H", "H", "H", "H", "H", "H", "H"],
  "positions_angstrom": [[-1.298, 0.348, 0.669], [-1.297, 2.472, -0.227], [-1.032, -2.011, 1.447], [-2.642, 1.144, 1.739], [-3.293, 0.511, 2.405], [-2.931, 2.234, 1.696], [1.296, -1.283, -2.182], [0.045, -1.073, -1.848], [1.916, -1.964, -1.594], [-0.888, -0.139, -2.559], [-0.371, -1.563, -0.955], [-0.439, 0.068, -4.017], [-1.934, -0.498, -2.504], [-0.877, 0.858, -2.059], [1.051, 0.425, -4.088], [-0.646, -0.855, -4.575], [-1.039, 0.870, -4.469], [1.962, -0.571, -3.331], [1.362, 0.497, -5.142], [1.178, 1.404, -3.598], [2.339, -1.317, -4.037], [2.864, -0.045, -2.988], [1.995, 4.087, 3.314], [2.320, 2.760, 2.679], [1.147, 2.322, 1.900], [0.668, 0.788, 1.836], [0.556, 0.423, 3.397], [-0.440, -0.337, 4.115], [0.043, -0.509, 5.536], [1.977, -0.001, 1.342], [2.478, -1.210, 2.003], [3.788, -1.561, 1.341], [1.583, 4.779, 2.574], [2.899, 4.519, 3.751], [1.266, 3.945, 4.119], [3.156, 2.844, 1.974], [2.587, 2.013, 3.444], [-1.413, 0.164, 4.037], [-0.538, -1.314, 3.629], [0.127, 0.454, 6.049], [-0.696, -1.127, 6.052], [1.012, -1.021, 5.565], [2.631, -0.999, 3.071], [1.716, -1.994, 1.896], [4.546, -0.804, 1.580], [4.132, -2.528, 1.722], [3.666, -1.617, 0.254]],
  "e_above_lowest_kcal_mol": 6.2,
  "orbital_gap_ha": [0.306, 0.194],
  "spin_multiplicity": 5
}